Entry 1:
The following is a quantum chemistry calculation of an isolated molecule of C14H24N2O at a distorted geometry, from the Open Molecules 2025 dataset.

Computed properties:
charge = 0
strongest force on any atom = 5.3 eV Å⁻¹
HOMO-LUMO gap = 0.3476 hartree
energy above the lowest of the compared OMol25 structures with the same formula, charge and spin = 96.4 kcal per mole

Atoms and positions in Å:
C (2.08773, -1.20084, 2.58931)
O (2.15773, -0.64311, 1.33377)
C (1.69374, -1.25350, 0.23947)
N (1.14267, -2.38646, 0.35704)
C (0.44019, -2.87589, -0.66580)
C (0.70087, -2.29926, -1.92130)
N (1.41740, -1.18396, -2.03365)
C (1.84358, -0.55446, -0.93705)
C (2.67612, 0.72550, -1.08469)
C (1.77127, 2.02289, -1.16699)
C (1.11322, 2.54491, 0.10818)
C (-0.13320, 1.94028, 0.80758)
C (-1.21466, 2.04002, -0.19186)
C (-1.55253, 0.59387, -0.83268)
C (-2.64033, -0.16573, 0.08344)
C (-2.22275, -0.68214, 1.51273)
C (-3.18530, -1.27024, -0.68811)
H (2.05312, -2.45264, 2.42624)
H (1.05364, -0.83515, 2.98444)
H (3.06152, -0.80362, 3.14779)
H (0.12043, -3.82973, -0.36433)
H (0.35038, -2.61415, -2.88071)
H (3.21191, 0.55575, -2.03504)
H (3.42857, 0.76143, -0.24514)
H (1.02531, 1.96908, -2.06765)
H (2.34388, 2.94366, -1.51750)
H (0.95770, 3.63429, -0.01493)
H (1.93004, 2.50760, 0.82065)
H (0.01142, 0.92214, 1.17797)
H (-0.30681, 2.72963, 1.66093)
H (-2.13855, 2.53048, 0.22151)
H (-0.85388, 2.61644, -1.09292)
H (-0.43152, 0.02121, -0.85967)
H (-1.98277, 0.65007, -1.88003)
H (-3.41101, 0.69753, 0.18305)
H (-1.37742, -1.42526, 1.60705)
H (-3.11834, -1.14319, 1.97494)
H (-2.06034, 0.06715, 2.19119)
H (-2.40957, -2.13737, -0.64403)
H (-3.25872, -1.05632, -1.88041)
H (-4.29473, -1.66094, -0.42279)

Entry 2:
The following is a quantum chemistry calculation of the ion C14H24N3 with charge +1 at a distorted geometry, from the Open Molecules 2025 dataset.

Computed properties:
charge = +1
strongest force on any atom = 10.4 eV Å⁻¹
HOMO-LUMO gap = 0.3037 hartree
energy above the lowest of the compared OMol25 structures with the same formula, charge and spin = 248.8 kcal per mole

Atoms and positions in Å:
C (-2.45304, 0.76832, -2.50660)
C (-1.79386, -0.44026, -2.13244)
N (-1.36630, -1.87283, -1.91817)
C (-0.78276, -2.90889, -2.85977)
C (-0.51003, -2.46751, -4.42410)
N (-0.48389, -4.23425, -2.19092)
N (-0.89161, -4.00356, -0.85753)
C (-1.42233, -2.60830, -0.60454)
C (-1.87336, -2.21543, 0.90945)
C (-2.77478, -0.86315, 1.07477)
C (-1.92194, 0.45027, 1.60652)
C (-0.36431, 0.49745, 1.09868)
C (0.74125, -0.02318, 2.19368)
C (2.01506, 0.98546, 2.42279)
C (2.64825, 1.62385, 1.05184)
C (2.26279, 3.25048, 0.99374)
C (3.13269, 4.06802, -0.15074)
H (-2.87798, 1.83376, -2.81656)
H (0.16686, -3.30315, -4.89624)
H (-1.48391, -2.22665, -5.02873)
H (0.17060, -1.48779, -4.38996)
H (-0.77406, -4.82352, -0.20592)
H (-0.93519, -2.19730, 1.63789)
H (-2.54645, -3.11739, 1.30886)
H (-3.57002, -1.09121, 1.93552)
H (-3.43968, -0.62790, 0.11330)
H (-2.46135, 1.40123, 1.13402)
H (-1.92457, 0.57193, 2.77850)
H (-0.13293, 1.63413, 0.81711)
H (-0.15830, -0.11142, 0.10164)
H (0.16485, -0.31393, 3.17602)
H (1.19417, -1.04588, 1.77624)
H (2.88094, 0.32516, 2.91212)
H (1.75237, 1.80099, 3.23052)
H (2.33718, 1.07738, 0.06348)
H (3.83011, 1.60051, 1.12695)
H (1.12816, 3.42463, 0.73593)
H (2.43800, 3.77720, 2.04751)
H (4.21368, 3.61863, -0.22932)
H (3.26679, 5.20262, 0.18167)
H (2.59887, 4.07150, -1.21717)

Entry 3:
The following is a quantum chemistry calculation of a structure of composition C14H24N3O5Pd at a distorted geometry, from the Open Molecules 2025 dataset.

Computed properties:
charge = +1
<S²> = 2.01
spin multiplicity = 3
strongest force on any atom = 1.0 eV Å⁻¹
HOMO-LUMO gap (alpha / beta) = 0.2856 / 0.2701 hartree
energy above the lowest of the compared OMol25 structures with the same formula, charge and spin = 0.0 kcal per mole

Atoms and positions in Å:
Pd (0.70102, 0.12492, 1.70894)
O (1.67320, -0.71538, -1.62027)
C (2.10302, -0.31612, -0.55375)
O (1.81603, 0.81382, 0.01445)
C (3.04535, -1.24654, 0.25101)
C (3.61156, -0.60698, 1.51861)
C (4.71734, -1.47200, 2.11914)
C (3.91181, -2.62314, 2.76956)
C (2.48865, -2.27248, 2.35717)
O (2.51538, -0.81128, 2.47179)
C (2.29365, -2.49974, 0.84560)
C (0.80838, -2.61081, 0.49746)
O (0.37677, -3.50286, -0.18971)
O (0.03270, -1.70410, 1.04932)
H (3.83211, -1.55980, -0.43348)
H (3.81241, 0.45750, 1.44250)
H (5.29423, -0.91973, 2.85795)
H (5.40098, -1.81832, 1.34604)
H (4.00352, -2.60213, 3.85344)
H (4.20488, -3.61044, 2.41906)
H (1.69251, -2.66124, 2.98560)
H (2.76772, -3.42359, 0.52257)
N (-4.26653, 3.28628, -1.51728)
C (-3.08581, 2.35105, -1.28645)
C (-2.96996, 1.40983, -2.46884)
C (-1.76619, 0.48484, -2.23826)
N (-0.56266, 1.30469, -2.16757)
C (-1.94601, -0.29469, -0.93772)
C (-2.18310, 0.58723, 0.29382)
N (-0.93379, 1.25074, 0.74855)
C (-3.30394, 1.60589, 0.01850)
H (-4.14304, 3.80892, -2.38725)
H (-4.37288, 3.95484, -0.75169)
H (-5.13591, 2.75236, -1.59477)
H (-2.20660, 2.99392, -1.23871)
H (-2.83547, 1.97263, -3.39830)
H (-3.88292, 0.81334, -2.56393)
H (-1.73607, -0.23873, -3.06096)
H (-0.39779, 1.76196, -3.05976)
H (0.26703, 0.71848, -2.01958)
H (-1.08436, -0.93708, -0.76449)
H (-2.80636, -0.96097, -1.04086)
H (-2.52867, -0.04123, 1.11651)
H (-1.15340, 2.04414, 1.34451)
H (-0.43282, 1.60003, -0.07657)
H (-3.39157, 2.30528, 0.85720)
H (-4.24438, 1.04668, -0.03912)

Entry 4:
The following is a quantum chemistry calculation of a structure of composition C14H24N4O3OsS4 at a distorted geometry, from the Open Molecules 2025 dataset.

Computed properties:
charge = 0
<S²> = 6.03
spin multiplicity = 5
strongest force on any atom = 7.2 eV Å⁻¹
HOMO-LUMO gap (alpha / beta) = 0.2396 / 0.2355 hartree
energy above the lowest of the compared OMol25 structures with the same formula, charge and spin = 44.7 kcal per mole

Atoms and positions in Å:
Os (1.05084, 0.89848, 0.73930)
N (0.25509, -1.81216, -1.20546)
C (0.26480, -2.24599, 0.20112)
C (-0.80611, -3.31937, 0.59937)
C (-1.88795, -3.73059, -0.40697)
C (-2.78490, -2.55685, -0.84368)
N (-2.74874, -1.49121, 0.15221)
C (-3.62610, -1.28420, 1.10010)
N (-3.40063, -0.30217, 1.99501)
N (-4.75783, -2.00043, 1.21025)
C (0.03862, -1.02820, 1.14329)
O (-1.14592, -0.48696, 1.01493)
O (0.82816, -0.73171, 2.14727)
H (-0.60882, -1.38137, -1.49327)
H (0.52333, -2.53657, -1.86014)
H (1.24873, -2.63300, 0.42160)
H (-1.33004, -2.95499, 1.48515)
H (-0.28517, -4.22103, 0.92089)
H (-2.49776, -4.48972, 0.09187)
H (-1.46574, -4.20280, -1.29576)
H (-3.80096, -2.87784, -1.05916)
H (-2.41795, -2.12487, -1.76347)
H (-1.79596, -1.07284, 0.34884)
H (-2.48938, 0.13734, 1.99051)
H (-3.96094, -0.21693, 2.82172)
H (-4.86591, -2.84428, 0.68400)
H (-5.39066, -1.84039, 1.97039)
O (7.19049, 0.13707, 3.56744)
C (6.15413, 0.35082, 2.98397)
S (5.65704, -0.49272, 1.50230)
C (4.13771, 0.34678, 1.27155)
C (3.81472, 1.26993, 2.20096)
S (2.39969, 2.24848, 2.10774)
S (4.94444, 1.52997, 3.51765)
S (3.17412, -0.04523, -0.11074)
C (2.18199, 3.04888, -2.01590)
C (0.69078, 3.04782, -1.64255)
C (0.15878, 4.48063, -1.72054)
C (-0.05891, 2.16911, -2.65572)
C (0.44850, 2.48998, -0.23877)
H (2.31399, 3.50753, -3.00781)
H (2.58748, 2.03975, -2.04028)
H (2.76690, 3.61988, -1.28538)
H (0.28660, 4.88632, -2.72982)
H (0.69852, 5.12822, -1.02215)
H (-0.90813, 4.52032, -1.46837)
H (0.10780, 2.53726, -3.67695)
H (-1.13671, 2.17159, -2.45691)
H (0.30190, 1.13815, -2.59305)
H (-0.05393, 3.22009, 0.40341)

Entry 5:
The following is a quantum chemistry calculation of a cluster of 2 separate species, C14H24N4O6 in total at a distorted geometry, from the Open Molecules 2025 dataset.

Computed properties:
charge = 0
strongest force on any atom = 3.5 eV Å⁻¹
HOMO-LUMO gap = 0.3621 hartree
energy above the lowest of the compared OMol25 structures with the same formula, charge and spin = 0.0 kcal per mole

Atoms and positions in Å:
C (1.50173, 0.88559, -3.33859)
C (0.74971, 1.78978, -2.35267)
C (-0.37176, 1.04545, -1.58912)
C (-1.59769, 0.85819, -2.50400)
C (-0.76691, 1.76524, -0.27572)
N (0.39113, 1.91702, 0.61654)
C (0.44911, 2.79883, 1.61179)
C (1.67567, 2.74356, 2.48995)
O (-0.42832, 3.62670, 1.82664)
C (-1.88156, 1.00560, 0.47437)
O (-1.68009, -0.14032, 0.87736)
N (-3.08220, 1.56469, 0.65970)
C (-3.48525, 2.92959, 0.31975)
H (2.31238, 1.44959, -3.80002)
H (1.92566, 0.03074, -2.81051)
H (0.83420, 0.53293, -4.12373)
H (1.49386, 2.16772, -1.65269)
H (0.33121, 2.64466, -2.88598)
H (-0.00011, 0.05707, -1.33433)
H (-2.02801, 1.82776, -2.75672)
H (-1.31144, 0.34935, -3.42332)
H (-2.35316, 0.24536, -2.01230)
H (-1.11972, 2.75969, -0.54359)
H (1.14200, 1.23814, 0.55059)
H (2.55775, 2.93815, 1.88369)
H (1.59000, 3.49761, 3.27033)
H (1.75206, 1.75364, 2.93698)
H (-3.74413, 0.99416, 1.16236)
H (-4.48290, 3.12854, 0.71274)
H (-3.49635, 3.06490, -0.76300)
H (-2.79135, 3.64630, 0.76671)
O (1.50632, -3.59017, 2.62421)
C (0.43540, -4.13558, 2.42389)
O (-0.26145, -4.76204, 3.39366)
C (-0.20377, -4.13875, 1.03286)
C (0.47897, -3.29235, -0.06465)
N (0.53479, -1.87039, 0.24914)
C (1.83582, -1.44927, 0.31976)
O (2.19014, -0.36172, 0.72890)
N (2.69326, -2.40321, -0.12582)
C (1.97642, -3.55460, -0.25661)
O (2.51319, -4.64051, -0.39326)
H (0.27490, -4.66355, 4.19548)
H (-0.23783, -5.17856, 0.69789)
H (-1.23566, -3.79614, 1.14306)
H (-0.03013, -3.45307, -1.02016)
H (-0.18004, -1.38220, 0.79755)
H (3.62411, -2.44412, 0.26092)

Entry 6:
The following is a quantum chemistry calculation of a structure of composition C14H24O9V at a distorted geometry, from the Open Molecules 2025 dataset.

Computed properties:
charge = -1
<S²> = 2.02
spin multiplicity = 3
strongest force on any atom = 5.1 eV Å⁻¹
HOMO-LUMO gap (alpha / beta) = 0.1282 / 0.1992 hartree

Atoms and positions in Å:
O (0.31007, -2.86959, 0.56808)
V (0.42271, -1.48155, -0.32513)
C (3.84797, -2.10832, -0.21862)
O (2.60127, -1.62473, -0.64791)
H (4.17536, -3.02719, -0.70503)
H (4.63142, -1.40424, -0.49892)
H (3.93034, -2.29431, 0.85224)
C (-0.95846, -2.42985, -3.52263)
O (-0.39192, -2.21682, -2.24863)
H (-1.15936, -3.44273, -3.87168)
H (-1.90677, -1.89332, -3.49185)
H (-0.28134, -2.04974, -4.28757)
O (0.78979, -0.62319, 1.73154)
C (1.32930, -0.67664, 2.85044)
O (0.64412, -0.36338, 4.01134)
C (1.44465, -0.55615, 5.12212)
C (2.91353, -0.41583, 4.54303)
C (2.76911, -1.06600, 3.22213)
H (1.17298, -1.48104, 5.63091)
H (1.21604, 0.30680, 5.74754)
H (3.53267, -0.98124, 5.23951)
H (3.24778, 0.61622, 4.43693)
H (2.84667, -2.14421, 3.36194)
H (3.45002, -0.71051, 2.44876)
O (0.49620, 0.59140, -0.92401)
C (0.35849, 1.41097, -1.82022)
O (-0.58281, 2.33481, -1.83948)
C (-0.26113, 3.23688, -2.91092)
C (0.29602, 2.31420, -3.94494)
C (1.13824, 1.42967, -3.10251)
H (0.52311, 3.95727, -2.67835)
H (-1.16529, 3.76210, -3.21872)
H (0.93213, 2.82407, -4.66847)
H (-0.52143, 1.75867, -4.40458)
H (2.16321, 1.79467, -3.03681)
H (1.15120, 0.40518, -3.47445)
O (-1.69435, -0.89972, 0.24388)
C (-2.67412, -0.16043, 0.29116)
O (-2.76555, 0.89386, -0.62511)
C (-3.91211, 1.62465, -0.45204)
C (-4.35663, 1.32159, 0.98943)
C (-3.86133, -0.10364, 1.24024)
H (-4.68447, 1.36330, -1.17542)
H (-3.75784, 2.69924, -0.54978)
H (-5.40341, 1.54503, 1.19541)
H (-3.85133, 2.01428, 1.66243)
H (-4.58372, -0.87910, 0.98546)
H (-3.56104, -0.30138, 2.26924)